Here is one molecule with the formula C4HN3O at a distorted geometry from OMol25. Energies are from ωB97M-V/def2-TZVPD.

```
9
Properties=species:S:1:pos:R:3
N -3.164 0.052 -0.020
C -2.013 -0.028 0.074
C -0.592 -0.133 -0.045
N 0.059 -1.233 -0.034
C 1.455 -0.776 0.012
N 1.654 0.472 0.017
C 0.356 1.009 0.005
O 0.046 2.194 -0.020
H 2.200 -1.559 0.012
```

* SMILES: N#CC1=NC=NC1=O
* multiplicity: 1
* frontier orbital gap: 8.8590 eV
* LUMO energy: -2.70 eV
* strongest force on any atom: 4.17 eV Å⁻¹
* relative energy (zero: lowest compared OMol25 entry of this formula, charge and spin): 4.1 kcal per mole
* HOMO energy: -11.56 eV



Here is C27H49AlBr3F2N3NaO15S2 as an isolated structure at a distorted geometry from OMol25. Energies are from ωB97M-V/def2-TZVPD.

```
103
Properties=species:S:1:pos:R:3
C 5.514 0.564 2.737
C 4.313 0.806 3.733
C 3.015 1.062 2.911
C 2.276 2.322 3.490
C 2.102 -0.173 2.782
C 0.699 -0.018 2.146
C 0.634 0.969 0.890
C 0.750 0.286 -0.486
C -0.064 -0.988 -0.611
O -1.467 -0.715 -0.636
C -1.949 -1.031 0.607
O -2.515 -0.246 1.282
C 1.736 -0.828 4.165
O 1.349 -0.317 5.134
O 1.877 -2.196 4.107
C 2.162 -2.620 2.768
C 2.886 -3.975 2.617
C 3.355 -4.260 1.157
C 4.795 -3.718 0.853
O 4.859 -3.082 -0.443
C 5.732 -2.041 -0.477
C 5.377 -0.758 -1.238
O 6.773 -2.091 0.060
C 2.916 -1.392 2.238
O 3.025 -1.202 0.822
H 6.134 -0.281 3.075
H 6.129 1.469 2.641
H 5.161 0.301 1.727
H 4.244 -0.041 4.427
H 4.581 1.728 4.269
H 3.325 1.361 1.893
H 2.842 3.197 3.127
H 1.254 2.422 3.089
H 2.315 2.352 4.586
H 0.051 0.430 2.966
H 0.292 -1.019 1.968
H -0.365 1.504 0.911
H 1.383 1.775 0.925
H 0.340 1.003 -1.230
H 1.795 0.094 -0.840
H 0.175 -1.428 -1.602
H 0.209 -1.767 0.114
H -1.738 -2.061 0.966
H 1.216 -2.787 2.207
H 2.231 -4.767 3.007
H 3.787 -3.966 3.258
H 2.645 -3.898 0.394
H 3.413 -5.352 1.043
H 5.102 -3.069 1.684
H 5.500 -4.561 0.828
H 4.293 -0.555 -1.260
H 5.874 0.086 -0.748
H 5.719 -0.811 -2.286
H 3.933 -1.519 2.635
H 2.436 -1.840 0.393
Na -1.184 1.710 2.400
N -1.833 -4.784 -2.299
S -0.366 -4.242 -2.317
O 0.570 -4.912 -3.156
O 0.150 -3.712 -1.078
F -0.612 -2.886 -3.153
S -1.954 -6.195 -1.593
O -3.193 -6.840 -1.852
O -1.464 -6.294 -0.251
F -0.933 -7.101 -2.408
C -4.207 2.236 -3.912
C -3.883 1.911 -2.457
C -4.281 3.016 -1.466
O -3.423 4.143 -1.455
C -3.644 5.077 -2.505
N -2.456 1.584 -2.350
H -3.494 2.931 -4.354
H -4.177 1.328 -4.516
H -5.206 2.665 -4.006
H -4.458 1.019 -2.191
H -4.221 2.596 -0.455
H -5.323 3.327 -1.612
H -4.703 5.157 -2.764
H -3.057 4.808 -3.385
H -3.297 6.051 -2.159
H -2.267 1.263 -1.403
H -1.941 2.461 -2.418
Br -3.098 9.830 -3.469
C -4.651 9.972 -2.303
C -4.279 9.745 -0.862
Br -3.999 7.852 -0.493
H -5.387 9.262 -2.670
H -5.024 10.984 -2.446
H -5.092 10.046 -0.204
H -3.370 10.261 -0.569
C -5.759 2.274 4.282
C -4.373 2.416 3.870
N -3.279 2.528 3.547
H -5.830 1.952 5.321
H -6.296 3.217 4.190
H -6.278 1.536 3.670
C -0.958 -7.769 -5.908
O -1.591 -7.156 -5.078
O 0.023 -8.580 -5.370
O -1.057 -7.813 -7.189
H -0.173 -8.360 -4.443
Al 2.313 -0.862 -2.595
Br -1.414 -10.013 -6.938
```

* multiplicity: 1
* frontier orbital gap: 6.6397 eV
* LUMO energy: -4.68 eV
* strongest force on any atom: 4.24 eV Å⁻¹
* total charge: +1
* HOMO energy: -11.32 eV



Here is one molecule with the formula C15H16F3NO3 at a distorted geometry from OMol25. Energies are from ωB97M-V/def2-TZVPD.

```
38
Properties=species:S:1:pos:R:3
C 0.350 2.079 -4.160
C -1.013 1.423 -4.262
C -1.679 1.819 -5.562
C -1.928 1.810 -3.095
N -1.316 1.294 -1.887
C -1.596 1.739 -0.582
O -2.344 2.691 -0.424
C -1.047 1.077 0.550
C -0.433 -0.161 0.478
C 0.201 -0.861 1.616
C 0.568 -2.190 1.469
C 1.166 -2.895 2.523
C 1.456 -2.252 3.727
C 1.103 -0.870 3.876
C 1.455 -0.093 5.156
F 1.709 -0.865 6.241
F 0.434 0.740 5.484
F 2.586 0.632 4.915
C 0.488 -0.187 2.831
O 2.115 -3.138 4.528
C 2.128 -4.379 3.863
O 1.522 -4.190 2.589
H 0.268 3.168 -4.124
H 0.841 1.758 -3.230
H 0.960 1.770 -5.024
H -0.866 0.333 -4.261
H -2.570 1.248 -5.638
H -1.039 1.565 -6.429
H -1.863 2.908 -5.630
H -2.939 1.433 -3.286
H -1.996 2.911 -3.035
H -0.670 0.507 -1.969
H -1.140 1.549 1.518
H -0.375 -0.699 -0.489
H 0.395 -2.729 0.536
H 0.315 0.900 2.935
H 3.177 -4.718 3.789
H 1.577 -5.122 4.464
```

* SMILES: CC(C)CNC(=O)/C=C/c1cc2c(c(C(F)(F)F)c1)OCO2
* multiplicity: 1
* frontier orbital gap: 8.2037 eV
* LUMO energy: -0.25 eV
* strongest force on any atom: 4.60 eV Å⁻¹
* relative energy (zero: lowest compared OMol25 entry of this formula, charge and spin): 43.5 kcal per mole
* HOMO energy: -8.45 eV



Here is a 2-piece molecular cluster, C4H12 overall at a distorted geometry from OMol25. Energies are from ωB97M-V/def2-TZVPD.

```
16
Properties=species:S:1:pos:R:3
C 0.173 -0.275 -1.638
C 1.222 0.735 -1.758
C 2.606 0.215 -1.301
H 0.422 -1.191 -2.250
H -0.764 0.072 -2.089
H 0.030 -0.442 -0.479
H 0.930 1.655 -1.177
H 1.141 1.207 -2.757
H 3.347 0.736 -2.033
H 2.818 0.387 -0.188
H 2.725 -0.911 -1.510
C -2.887 -0.457 3.416
H -2.186 -0.635 2.634
H -3.766 0.088 3.088
H -2.712 0.291 4.211
H -3.100 -1.475 3.831
```

* SMILES: CCC.C
* multiplicity: 1
* frontier orbital gap: 11.8887 eV
* LUMO energy: 0.99 eV
* strongest force on any atom: 2.55 eV Å⁻¹
* relative energy (zero: lowest compared OMol25 entry of this formula, charge and spin): 24.3 kcal per mole
* HOMO energy: -10.90 eV



Here is one molecule with the formula C20H20N4O3S at a distorted geometry from OMol25. Energies are from ωB97M-V/def2-TZVPD.

```
48
Properties=species:S:1:pos:R:3
C 0.490 5.719 -5.071
C 0.681 4.782 -3.822
O 0.123 3.769 -3.477
N 1.660 5.383 -3.006
C 2.052 4.785 -1.984
N 2.821 5.465 -1.089
C 2.901 4.820 0.068
O 3.956 4.954 1.009
C 2.285 3.494 0.181
C 2.148 2.639 1.247
C 1.525 1.577 1.791
C 1.400 1.030 2.913
C 0.549 -0.066 3.068
C -0.022 -0.956 3.964
N 0.297 -0.468 1.462
C -0.352 -1.536 1.229
C -1.890 -1.370 1.446
C -2.536 -2.646 1.101
C -1.967 -3.694 0.634
N -2.704 -4.826 0.185
C -2.295 -6.176 -0.242
C -3.260 -7.127 -0.569
O -0.973 -6.508 -0.301
C -0.195 -3.896 0.565
C 0.217 -2.756 0.879
C 0.963 0.609 0.861
C 0.709 0.423 -0.606
S 1.142 3.459 -1.393
H 0.205 6.594 -4.896
H 1.421 5.704 -5.712
H -0.304 5.151 -5.836
H 2.295 6.364 -3.199
H 2.818 3.136 2.024
H 1.578 1.702 3.820
H 0.426 -0.497 4.994
H 0.481 -2.074 4.050
H -1.067 -0.857 4.234
H -2.578 -0.553 1.764
H -3.471 -2.779 0.992
H -3.594 -4.814 0.500
H -3.960 -7.273 0.460
H -4.044 -6.681 -1.392
H -3.005 -8.032 -0.915
H 0.132 -4.727 0.298
H 1.239 -2.693 0.626
H -0.080 1.186 -0.933
H 0.278 -0.650 -0.913
H 1.506 0.911 -1.011
```

* SMILES: CC(=O)NC1=NC(=O)/C(=C/c2cc(C)n(-c3ccc(NC(C)=O)cc3)c2C)S1
* multiplicity: 1
* frontier orbital gap: 6.6750 eV
* LUMO energy: -0.45 eV
* strongest force on any atom: 13.38 eV Å⁻¹
* relative energy (zero: lowest compared OMol25 entry of this formula, charge and spin): 391.4 kcal per mole
* HOMO energy: -7.13 eV



Q: Which of these has the highest LUMO energy?
A: C4H12



What did the third record say?
Here is one molecule with the formula C15H16F3NO3 at a distorted geometry from OMol25. Energies are from ωB97M-V/def2-TZVPD.

```
38
Properties=species:S:1:pos:R:3
C 0.350 2.079 -4.160
C -1.013 1.423 -4.262
C -1.679 1.819 -5.562
C -1.928 1.810 -3.095
N -1.316 1.294 -1.887
C -1.596 1.739 -0.582
O -2.344 2.691 -0.424
C -1.047 1.077 0.550
C -0.433 -0.161 0.478
C 0.201 -0.861 1.616
C 0.568 -2.190 1.469
C 1.166 -2.895 2.523
C 1.456 -2.252 3.727
C 1.103 -0.870 3.876
C 1.455 -0.093 5.156
F 1.709 -0.865 6.241
F 0.434 0.740 5.484
F 2.586 0.632 4.915
C 0.488 -0.187 2.831
O 2.115 -3.138 4.528
C 2.128 -4.379 3.863
O 1.522 -4.190 2.589
H 0.268 3.168 -4.124
H 0.841 1.758 -3.230
H 0.960 1.770 -5.024
H -0.866 0.333 -4.261
H -2.570 1.248 -5.638
H -1.039 1.565 -6.429
H -1.863 2.908 -5.630
H -2.939 1.433 -3.286
H -1.996 2.911 -3.035
H -0.670 0.507 -1.969
H -1.140 1.549 1.518
H -0.375 -0.699 -0.489
H 0.395 -2.729 0.536
H 0.315 0.900 2.935
H 3.177 -4.718 3.789
H 1.577 -5.122 4.464
```

* SMILES: CC(C)CNC(=O)/C=C/c1cc2c(c(C(F)(F)F)c1)OCO2
* multiplicity: 1
* frontier orbital gap: 8.2037 eV
* LUMO energy: -0.25 eV
* strongest force on any atom: 4.60 eV Å⁻¹
* relative energy (zero: lowest compared OMol25 entry of this formula, charge and spin): 43.5 kcal per mole
* HOMO energy: -8.45 eV



Q: Which of these has the highest HOMO energy?
A: C20H20N4O3S